No. 1
8
Properties=species:S:1:pos:R:3:nbo_charge:R:1 method="wB97M-V/def2-TZVPD" e_homo_ev="-4.0 / -3.3" molar_mass_g_mol=140.23 relative_energy_kj_mol=178.3 lumo_energy_ev="3.07 / 2.03" gap_ev="7.05 / 5.31" charge=-1
C 2.271 0.180 -0.154 0.14
N -1.854 -0.183 -0.198 -0.87
O 3.202 0.206 -0.912 -0.63
S 1.611 -1.167 0.637 -0.26
S 1.025 1.243 0.295 -0.23
S -2.923 0.967 0.434 0.06
H -2.301 -1.042 -0.464 0.37
H -1.031 -0.205 0.362 0.42

No. 2
97
Properties=species:S:1:pos:R:3:mulliken_charge:R:1 method="wB97M-V/def2-TZVPD" e_homo_ev=-4.5 molar_mass_g_mol=1020.44 relative_energy_kj_mol=0.0 lumo_energy_ev=1.31 gap_ev=5.82 charge=-1
Fe 0.085 0.121 0.118 -0.78
Cl -6.502 0.069 6.863 -0.24
C -5.284 0.083 5.615 0.38
C -5.090 1.232 4.867 -0.95
C -4.119 1.236 3.877 0.12
C -3.344 0.106 3.626 -0.33
C -3.563 -1.034 4.394 0.06
C -4.529 -1.054 5.389 -0.96
C -2.305 0.126 2.556 1.37
C -0.968 0.106 2.953 0.13
C -0.537 0.072 4.330 -1.87
C 0.813 0.052 4.311 -1.64
C 1.209 0.082 2.924 0.11
C 2.533 0.009 2.492 1.77
C 3.601 0.017 3.531 -0.51
C 3.801 1.140 4.331 0.05
C 4.791 1.161 5.302 -0.97
C 5.591 0.044 5.472 0.41
Cl 6.839 0.060 6.691 -0.24
C 5.418 -1.086 4.692 -0.99
C 4.422 -1.091 3.727 0.05
C 2.923 -0.041 1.158 -0.06
N 2.086 -0.061 0.084 0.98
C 2.880 0.012 -1.017 -0.08
C 2.446 0.125 -2.333 1.71
C 3.483 0.231 -3.402 -0.86
C 3.916 1.484 -3.826 0.38
C 4.878 1.604 -4.819 -1.05
C 5.405 0.456 -5.386 0.47
Cl 6.618 0.597 -6.634 -0.24
C 4.988 -0.801 -4.987 -0.96
C 4.024 -0.905 -3.995 0.28
C 1.117 0.223 -2.721 -0.58
C 0.693 0.382 -4.093 -1.65
C -0.653 0.454 -4.074 -1.75
C -1.053 0.343 -2.690 -0.77
N 0.041 0.204 -1.889 2.46
C -2.376 0.361 -2.266 2.11
C -2.769 0.302 -0.933 -0.34
C -4.147 0.273 -0.504 -1.97
C -4.130 0.199 0.841 -1.70
C -2.738 0.193 1.237 -0.37
N -1.935 0.244 0.139 1.61
C -3.445 0.459 -3.304 -0.61
C -4.127 1.656 -3.510 0.50
C -5.121 1.748 -4.474 -1.17
C -5.432 0.633 -5.232 0.42
Cl -6.681 0.741 -6.446 -0.24
C -4.774 -0.570 -5.045 -1.03
C -3.782 -0.647 -4.078 0.23
C 4.272 0.034 -0.632 -1.94
C 4.300 0.006 0.716 -1.66
N 0.110 0.120 2.122 0.91
H -5.689 2.112 5.061 0.41
H -3.953 2.128 3.286 0.49
H -2.968 -1.919 4.206 0.45
H -4.700 -1.942 5.982 0.40
H -1.186 0.077 5.190 0.53
H 1.484 0.016 5.154 0.55
H 3.175 2.010 4.179 0.49
H 4.947 2.037 5.917 0.40
H 6.051 -1.949 4.844 0.40
H 4.274 -1.971 3.113 0.43
H 3.479 2.370 -3.382 0.42
H 5.212 2.576 -5.153 0.41
H 5.411 -1.683 -5.449 0.40
H 3.684 -1.882 -3.672 0.47
H 1.351 0.450 -4.944 0.51
H -1.323 0.601 -4.905 0.61
H -5.004 0.311 -1.157 0.56
H -4.972 0.152 1.511 0.57
H -3.887 2.516 -2.898 0.40
H -5.650 2.677 -4.634 0.43
H -5.036 -1.430 -5.646 0.40
H -3.256 -1.581 -3.922 0.37
H 5.106 0.094 -1.313 0.54
H 5.164 0.049 1.358 0.58
O 0.822 2.318 0.121 -0.57
N -0.372 2.736 -0.010 -0.14
C -0.661 3.273 -1.191 1.07
C 0.287 3.289 -2.262 0.33
N 1.050 3.301 -3.126 -0.61
C -1.976 3.776 -1.387 -0.04
N -3.037 4.195 -1.562 -0.77
C 0.962 -3.060 -1.276 -1.39
As -0.098 -2.177 0.096 1.15
C 0.485 -3.139 1.683 -1.21
C -1.839 -2.976 -0.252 -1.13
H 0.827 -4.141 -1.246 0.60
H 2.012 -2.811 -1.122 0.32
H 0.654 -2.673 -2.247 0.28
H 0.333 -4.213 1.572 0.49
H -0.067 -2.771 2.548 0.21
H 1.544 -2.929 1.837 0.28
H -1.758 -4.055 -0.386 0.49
H -2.243 -2.517 -1.154 0.14
H -2.515 -2.752 0.574 0.27

No. 3
21
Properties=species:S:1:pos:R:3:nbo_charge:R:1 method="wB97M-V/def2-TZVPD" e_homo_ev=-9.2 molar_mass_g_mol=119.16 relative_energy_kj_mol=253.1 lumo_energy_ev=0.87 gap_ev=10.08 charge=0 smiles=CC[C@@](C)(O)N(C)O
C 1.371 -1.902 -0.438 -0.60
C 0.734 -0.535 -0.675 -0.44
C -0.276 -0.096 0.413 0.38
C -1.480 -1.056 0.468 -0.64
O 0.359 -0.175 1.682 -0.72
N -0.780 1.280 0.256 -0.17
C 0.249 2.317 0.184 -0.45
O -1.584 1.350 -0.958 -0.58
H 0.629 -2.682 -0.250 0.21
H 1.947 -2.200 -1.320 0.21
H 2.061 -1.868 0.412 0.22
H 1.567 0.177 -0.726 0.21
H 0.249 -0.534 -1.658 0.21
H -1.939 -1.195 -0.517 0.22
H -1.195 -2.037 0.862 0.22
H -2.250 -0.680 1.153 0.22
H -0.225 0.353 2.255 0.47
H -0.226 3.303 0.229 0.21
H 0.836 2.275 -0.739 0.16
H 0.936 2.259 1.035 0.23
H -0.982 1.646 -1.665 0.44

No. 4
20
Properties=species:S:1:pos:R:3:nbo_charge:R:1 method="wB97M-V/def2-TZVPD" e_homo_ev=-9.0 molar_mass_g_mol=116.16 relative_energy_kj_mol=123.3 lumo_energy_ev=0.75 gap_ev=9.73 charge=0 smiles="CC(C)(CN)C(N)=O"
C -0.087 -1.256 0.833 -0.61
C 0.025 -0.187 -0.255 -0.18
C 0.721 -0.767 -1.485 -0.60
C 0.746 1.108 0.181 -0.19
N 1.817 1.037 1.097 -0.86
C -1.328 0.439 -0.657 0.69
N -2.280 0.403 0.342 -0.86
O -1.650 0.603 -1.825 -0.60
H -0.819 -2.010 0.546 0.23
H 0.868 -1.764 0.966 0.22
H -0.371 -0.841 1.800 0.20
H 0.735 -0.040 -2.294 0.23
H 0.164 -1.629 -1.845 0.21
H 1.743 -1.057 -1.243 0.20
H 1.020 1.739 -0.666 0.21
H -0.206 1.690 0.615 0.15
H 2.705 0.916 0.625 0.38
H 1.579 0.504 1.927 0.37
H -2.139 0.690 1.295 0.39
H -3.243 0.423 0.042 0.40

Q: Which value of charge does entry 2 give?
A: -1

What did the first record say?
8
Properties=species:S:1:pos:R:3:nbo_charge:R:1 method="wB97M-V/def2-TZVPD" e_homo_ev="-4.0 / -3.3" molar_mass_g_mol=140.23 relative_energy_kj_mol=178.3 lumo_energy_ev="3.07 / 2.03" gap_ev="7.05 / 5.31" charge=-1
C 2.271 0.180 -0.154 0.14
N -1.854 -0.183 -0.198 -0.87
O 3.202 0.206 -0.912 -0.63
S 1.611 -1.167 0.637 -0.26
S 1.025 1.243 0.295 -0.23
S -2.923 0.967 0.434 0.06
H -2.301 -1.042 -0.464 0.37
H -1.031 -0.205 0.362 0.42